# 1
The ion C3H8NS with charge -1 at a distorted geometry, computed with ωB97M-V with the def2-TZVPD basis set.

```
13
Properties=species:S:1:pos:R:3:forces:R:3
C -0.112 1.574 0.759 0.0 -0.8 -0.7
N -0.183 0.138 1.033 -0.3 0.4 0.6
C -0.653 -0.687 -0.072 0.4 -0.7 0.5
C 0.467 -1.230 -0.964 0.5 0.6 -0.2
S 0.908 -0.189 -2.393 -0.1 0.0 -0.2
H -0.008 1.728 -0.318 0.4 0.2 0.0
H 0.760 1.979 1.273 -0.3 0.4 0.1
H -1.055 2.046 1.038 0.1 0.3 0.4
H 0.682 -0.189 1.431 0.1 -0.2 -0.3
H -1.126 -1.583 0.368 -0.4 0.3 -0.1
H -1.363 -0.058 -0.609 -0.2 -0.4 -0.3
H 0.341 -2.280 -1.229 -0.5 0.0 -0.2
H 1.341 -1.248 -0.318 0.3 -0.1 0.3
```
Forces are in eV/Å.

**SMILES**: CNCC[S-]
**Total charge**: -1
**Relative energy (zero: lowest compared OMol25 entry of this formula, charge and spin)**: 82.0 kJ/mol
**LUMO level**: 4.285 eV
**Orbital gap**: 6.48 eV

Here are the Löwdin charges for atoms 1 to 2, given in e:
1 C -0.162
2 N -0.166



# 2
A cluster of 3 separate species, C22H49N3O3 in total at a distorted geometry, computed with ωB97M-V with the def2-TZVPD basis set.

```
77
Properties=species:S:1:pos:R:3:forces:R:3
C 21.558 12.693 -8.454 0.4 0.3 -0.2
C 20.820 13.667 -7.442 -0.1 -1.4 -1.9
C 19.614 14.326 -8.199 -0.6 -0.1 0.4
C 20.510 12.759 -6.185 0.1 -0.4 -1.4
C 20.428 13.546 -4.939 -0.4 0.0 -0.1
C 21.678 14.397 -4.806 -0.9 0.7 0.8
C 21.875 15.491 -5.919 -1.9 -2.9 0.6
C 20.754 16.543 -5.799 -0.1 1.0 1.1
C 23.198 16.127 -5.670 1.2 1.7 -0.7
N 21.817 14.672 -7.155 0.0 -1.1 4.8
O 22.309 15.345 -8.176 1.1 1.4 -3.1
H 22.413 12.260 -7.935 0.1 0.1 0.1
H 21.067 11.848 -8.936 -0.9 0.1 0.6
H 21.941 13.232 -9.321 0.1 0.3 0.1
H 18.989 13.628 -8.756 0.1 -0.4 0.2
H 18.931 14.916 -7.588 0.0 -0.2 0.6
H 19.907 15.075 -8.934 0.7 -0.2 0.0
H 19.666 12.100 -6.387 -0.7 0.6 -0.2
H 21.246 11.975 -6.010 0.9 0.3 -0.5
H 19.489 14.097 -4.994 0.1 0.6 0.4
H 20.371 12.895 -4.066 -0.1 -0.1 0.0
H 22.559 13.762 -4.715 0.1 0.0 -0.3
H 21.507 14.792 -3.805 0.6 0.9 0.0
H 21.123 17.358 -5.177 0.4 0.3 -0.2
H 19.913 16.265 -5.165 -0.2 -0.8 -0.4
H 20.337 17.032 -6.679 0.4 -0.4 -0.4
H 24.166 15.633 -5.751 -0.5 -1.3 0.4
H 23.124 16.623 -4.702 0.3 -0.1 0.0
H 23.418 16.904 -6.401 -0.6 0.5 -0.1
H 23.188 14.962 -8.224 0.4 0.4 -0.7
C 26.648 21.992 -13.912 0.4 0.4 0.6
C 26.928 20.536 -14.320 0.3 -1.7 -0.2
C 25.980 20.153 -15.551 0.4 0.5 1.4
C 28.379 20.224 -14.787 0.2 -0.2 -0.9
C 29.516 19.868 -13.799 -1.2 -0.1 0.3
C 28.995 18.744 -12.884 -0.3 0.3 -0.8
C 27.596 18.994 -12.249 -0.3 -0.2 -0.6
C 27.143 17.612 -11.717 -0.8 -0.5 -0.3
C 27.722 19.975 -11.121 -0.4 0.1 0.5
N 26.615 19.483 -13.295 2.3 -0.4 -1.5
O 25.321 19.672 -12.873 -0.8 0.0 1.2
H 26.200 22.099 -12.924 -0.6 -0.4 -0.2
H 27.533 22.613 -13.771 0.5 -0.2 -0.4
H 26.042 22.509 -14.656 -0.1 -0.1 0.1
H 24.958 20.084 -15.179 -0.1 0.1 -0.1
H 25.954 20.948 -16.295 0.3 -0.2 -0.2
H 26.257 19.166 -15.921 0.1 0.2 -0.3
H 28.312 19.358 -15.446 -0.2 -0.3 0.1
H 28.661 20.990 -15.509 0.2 0.4 0.2
H 30.344 19.379 -14.313 0.1 0.6 -0.4
H 29.878 20.761 -13.291 0.0 -0.1 0.3
H 29.758 18.416 -12.178 -0.2 0.5 0.7
H 28.963 17.859 -13.520 -0.5 -0.1 -0.3
H 26.107 17.565 -11.382 -0.1 0.5 -0.1
H 27.684 17.170 -10.881 0.6 0.7 0.1
H 27.226 16.849 -12.491 0.0 0.2 -0.3
H 26.752 20.185 -10.672 -0.1 -0.4 0.2
H 28.044 20.970 -11.427 0.7 -0.2 -0.1
H 28.374 19.453 -10.420 0.1 0.8 0.5
H 24.834 19.185 -13.541 -0.4 -0.2 0.2
C 23.033 17.735 -11.498 -0.9 0.3 -0.5
O 22.026 16.887 -12.143 0.0 0.6 2.2
C 20.838 16.693 -11.279 0.7 0.8 -0.2
C 19.645 17.251 -12.057 -1.8 -0.6 -1.1
C 19.691 18.769 -12.472 0.6 -1.0 1.1
N 18.346 17.003 -11.380 0.6 0.3 1.1
H 23.444 18.462 -12.199 -0.5 0.0 -0.3
H 23.943 17.266 -11.122 -0.4 -0.8 0.2
H 22.523 18.289 -10.710 0.4 0.1 0.1
H 20.856 15.677 -10.882 -0.7 -0.7 -1.2
H 20.815 17.121 -10.277 0.9 1.3 0.0
H 19.622 16.627 -12.950 0.3 0.3 -0.6
H 19.647 19.379 -11.570 0.6 0.0 0.3
H 18.800 19.147 -12.974 0.0 -0.7 -0.6
H 20.614 18.933 -13.028 -0.2 0.3 -0.1
H 17.528 16.891 -11.963 0.4 0.0 -0.3
H 18.388 16.253 -10.706 -0.1 -0.1 -0.1
```
Forces are in eV/Å.

**SMILES**: CC1(C)CCCC(C)(C)N1O.CC1(C)CCCC(C)(C)N1O.COC[C@H](C)N
**Total charge**: 0
**Relative energy (zero: lowest compared OMol25 entry of this formula, charge and spin)**: 210.0 kJ/mol
**LUMO level**: 0.601 eV
**Orbital gap**: 8.58 eV

Here are the Löwdin charges for atoms 1 to 2, given in e:
1 C -0.038
2 C -0.420